(1)
This record from the OMol25 dataset describes C52H38AuBrN2O2P2 as an isolated structure. The level of theory is wB97M-V/def2-TZVPD.

The energy relative to the best compared isomer or geometry (same formula, charge and spin) is 457.6 kJ/mol. The value obtained for the HOMO-LUMO gap (alpha / beta) is 6.5 / 5.8 eV. Its expectation value of S² is 2.038. As for the LUMO energy (alpha / beta): -5.82 / -7.37 eV. As for the total energy: -5656.1166 Eh.

Geometry as ORCA input:
```
! RIJCOSX wB97M-V def2-TZVPD def2/J DEFGRID3
* xyz 2 3
Au 0.53478 -0.54296 0.56586
Br 3.72803 5.97666 -1.04530
C 3.27081 4.48027 0.09992
C 4.34858 3.44786 0.04680
C 4.12634 2.18615 0.39333
C 2.78890 1.72460 0.87568
O 2.60902 0.37482 0.75988
C 1.13580 2.95515 1.63672
C -0.11398 2.48159 2.21260
N -1.24711 2.30783 1.62723
C -2.24258 1.59235 2.38313
C -3.39257 2.26058 2.71609
C -4.35329 1.69454 3.56510
C -4.10081 0.48423 4.13099
C -2.89903 -0.20244 3.85276
C -2.59132 -1.40239 4.53628
C -1.41140 -2.02623 4.29884
C -0.56480 -1.48228 3.31874
N -0.80892 -0.37988 2.64007
C -1.95368 0.31679 2.92725
C 1.35540 4.44441 1.20243
H 5.33293 3.76727 -0.26895
H 4.91880 1.44822 0.36507
H -0.07240 2.12996 3.24108
H -3.54340 3.26700 2.35683
H -5.25406 2.24416 3.79769
H -4.79930 0.04093 4.82925
H -3.30226 -1.78968 5.25545
H -1.12002 -2.93303 4.80845
H 0.35312 -2.00581 3.07049
H 0.52910 5.13015 1.37345
O -1.33207 0.02079 -2.20968
C -1.87992 1.02154 -1.45612
C -3.28758 1.25642 -1.39233
C -3.74429 2.41624 -0.74603
C -2.90011 3.21615 -0.03529
C -1.47511 2.84159 0.17086
C -0.99452 1.82291 -0.81330
P 0.72411 1.33768 -0.79655
C 1.61394 2.51323 0.21035
C 1.83347 3.98073 -0.19688
C 2.77572 4.98351 1.52414
C 3.44936 4.42289 2.72708
C 3.25076 3.15944 3.08840
C 2.35219 2.27206 2.30558
C 1.47659 1.25035 -2.40465
C 0.96864 1.98528 -3.47546
C 1.60797 1.92554 -4.70193
C 2.74061 1.13464 -4.85555
C 3.24335 0.40531 -3.78640
C 2.61567 0.46039 -2.55258
C -2.05567 -1.14984 -2.45236
C -3.00659 -1.15818 -3.45719
C -3.69293 -2.32996 -3.73431
C -3.41127 -3.48391 -3.01612
C -2.43108 -3.46943 -2.03827
C -1.72500 -2.29935 -1.73297
P -0.29508 -2.42223 -0.60458
C -0.74996 -3.77153 0.52011
C 0.14204 -4.80444 0.79511
C -0.19528 -5.78438 1.72044
C -1.42267 -5.74341 2.36455
C -2.31524 -4.71263 2.09290
C -1.97703 -3.72378 1.18453
C 1.07480 -3.02608 -1.62918
C 2.37536 -2.86404 -1.14851
C 3.45327 -3.34538 -1.87446
C 3.24300 -3.96821 -3.09784
C 1.95420 -4.11349 -3.58977
C 0.87053 -3.64985 -2.85750
H -3.97595 0.60297 -1.90429
H -4.78744 2.68881 -0.83754
H -3.25062 4.14584 0.39083
H -0.85051 3.73550 0.15556
H 1.39817 4.31661 -1.13481
H 2.77332 6.07024 1.54084
H 4.12215 5.05885 3.28749
H 3.75964 2.74493 3.94902
H 2.05632 1.39087 2.87934
H 0.07847 2.59234 -3.35588
H 1.22563 2.49473 -5.53821
H 3.23491 1.08904 -5.81678
H 4.12711 -0.20579 -3.91163
H 3.00442 -0.08898 -1.70439
H -3.18571 -0.25394 -4.02422
H -4.43791 -2.34304 -4.51819
H -3.93827 -4.40281 -3.23258
H -2.19755 -4.38554 -1.51205
H 1.09265 -4.85955 0.27988
H 0.49802 -6.58956 1.92306
H -1.68861 -6.51904 3.07031
H -3.27845 -4.68357 2.58574
H -2.68070 -2.92370 0.97848
H 2.56484 -2.34549 -0.21317
H 4.45580 -3.22427 -1.48591
H 4.08436 -4.33735 -3.66913
H 1.78803 -4.59150 -4.54569
H -0.12699 -3.77398 -3.25753
*
```

What are the Löwdin partial charges on each atom? They are as follows, in elementary charge units: 0.7835, 0.8223, -0.6867, -0.0736, 0.0294, -0.5053, -0.2447, -0.2263, 0.0831, 0.0889, -0.1332, 0.0152, -0.0252, 0.0050, -0.1274, 0.0195, -0.0257, -0.1284, 0.0406, -0.1465, -0.0686, 0.1073, 0.1320, 0.1713, 0.1167, 0.1251, 0.1317, 0.1342, 0.1238, 0.1129, 0.1549, -0.0248, -0.2619, 0.0728, -0.0358, -0.0167, -0.1600, -0.2099, 1.0789, -0.3102, -0.1703, -0.2000, -0.0122, -0.0090, -0.1113, -0.3243, -0.0714, -0.0527, -0.0451, -0.0467, -0.0694, -0.2499, -0.0034, -0.0308, -0.0428, -0.0767, -0.2603, 1.0108, -0.3836, -0.0667, -0.0528, -0.0587, -0.0744, -0.1224, -0.3653, -0.1323, -0.0630, -0.0535, -0.0518, -0.0586, 0.1179, 0.1291, 0.1247, 0.1433, 0.1361, 0.1264, 0.1228, 0.1209, 0.1444, 0.1119, 0.1158, 0.1171, 0.1152, 0.0918, 0.1350, 0.1220, 0.1201, 0.1176, 0.1052, 0.1162, 0.1150, 0.1133, 0.1123, 0.0863, 0.1159, 0.1158, 0.1155, 0.1032

=====

(2)
This record from the OMol25 dataset describes C52H40BrN6O4PSV as an isolated structure. The level of theory is wB97M-V/def2-TZVPD.

The energy relative to the best compared isomer or geometry (same formula, charge and spin) is 37.1 kJ/mol. The value obtained for the HOMO-LUMO gap (alpha / beta) is 7.2 / 7.2 eV. Its expectation value of S² is 2.017. As for the LUMO energy (alpha / beta): -3.14 / -3.33 eV. As for the total energy: -6892.6074 Eh.

Geometry as ORCA input:
```
! RIJCOSX wB97M-V def2-TZVPD def2/J DEFGRID3
* xyz 1 3
V -0.50879 0.49170 0.30066
C -5.57179 4.78084 4.84355
C -4.76532 4.38180 3.63912
C -5.24948 4.57914 2.35109
C -4.49658 4.22639 1.23840
C -3.25466 3.64794 1.41472
C -2.73640 3.47004 2.69141
C -3.49193 3.82922 3.79240
S -2.22048 3.24575 -0.00654
O -2.98887 3.69619 -1.17738
O 1.02193 3.62873 -0.82128
N -2.20553 1.55779 0.10042
C -3.39195 0.84293 -0.11288
C -4.60881 1.33917 -0.52981
C -5.73530 0.49892 -0.64532
C -5.67746 -0.83056 -0.34798
C -4.44545 -1.38336 0.06647
C -4.28899 -2.73494 0.42697
C -3.06917 -3.19074 0.84804
C -1.98567 -2.30503 0.86376
N -2.08250 -1.03893 0.49943
C -3.30750 -0.55167 0.14719
H -6.55407 5.15214 4.55711
H -5.06589 5.56761 5.40562
H -5.71281 3.93542 5.51864
H -6.22648 5.02599 2.21293
H -4.85808 4.41294 0.23502
H -1.73336 3.08210 2.82096
H -3.08072 3.70519 4.78885
H -4.70692 2.37856 -0.79376
H -6.66632 0.93912 -0.97727
H -6.54733 -1.46907 -0.42607
H -5.14513 -3.39659 0.37742
H -2.91870 -4.21602 1.15348
H -1.01266 -2.64751 1.17988
O 2.31830 -0.14982 -2.46484
C 1.90606 0.40922 -1.47901
O 0.62198 0.56836 -1.23085
C 2.85683 0.90789 -0.41628
C 4.12490 0.34175 -0.38988
C 5.06011 0.75040 0.54864
C 4.74570 1.76682 1.43904
C 3.49086 2.35986 1.40116
C 2.52720 1.91880 0.49780
P 0.85324 2.62905 0.42054
C 0.71434 3.84329 1.76502
C 0.22400 5.11494 1.47170
C -0.04022 6.01608 2.49239
C 0.18451 5.66387 3.81475
C 0.68744 4.40615 4.11587
C 0.94640 3.50086 3.09784
C 0.56487 3.78856 -2.12916
C -0.36435 2.97554 -2.74584
C -0.74123 3.26451 -4.05034
C -0.19337 4.34136 -4.72582
C 0.74195 5.14568 -4.08947
C 1.12476 4.87296 -2.78750
H 4.36182 -0.41500 -1.12601
H 6.03972 0.29172 0.56939
H 5.47981 2.11228 2.15509
H 3.26868 3.17638 2.07476
H 0.04479 5.39956 0.44366
H -0.42566 6.99734 2.24917
H -0.02403 6.36993 4.60774
H 0.88656 4.12819 5.14336
H 1.34866 2.53298 3.35745
H -0.79333 2.13042 -2.23533
H -1.47834 2.63714 -4.53333
H -0.49406 4.55619 -5.74216
H 1.17860 5.98947 -4.60694
H 1.85425 5.48353 -2.27227
Br 3.64855 -4.14375 1.95538
C 2.42771 -3.41260 0.72191
C 2.22909 -3.98807 -0.52023
C 1.30879 -3.39117 -1.36366
C 0.65273 -2.24788 -0.94711
N 0.85158 -1.67946 0.25116
C 1.71805 -2.27737 1.07273
H 2.77438 -4.87429 -0.81445
H 1.11203 -3.79217 -2.34736
H -0.04167 -1.74881 -1.60790
H 1.85584 -1.86637 2.06161
N -0.68416 0.08720 7.53124
C -0.07131 -0.01112 8.76084
C -0.56957 -0.04234 10.06062
C 0.36270 -0.15104 11.07006
C 1.74218 -0.22635 10.80211
C 2.22874 -0.19554 9.51508
C 1.30083 -0.08616 8.47605
N 1.50364 -0.03642 7.11334
C 0.31287 0.06573 6.58951
C 0.08158 0.15459 5.15164
C -1.18150 0.32984 4.59015
C -1.31027 0.41638 3.21942
N -0.25901 0.35083 2.39343
C 0.95990 0.18736 2.93164
C 1.17382 0.07870 4.28562
H -1.67294 0.14932 7.36852
H -1.62870 0.01406 10.27364
H 0.02691 -0.17974 12.09791
H 2.42997 -0.31117 11.63240
H 3.28710 -0.25454 9.30169
H -2.07442 0.40744 5.19483
H -2.27784 0.55577 2.75420
H 1.78925 0.19185 2.23643
H 2.16999 -0.04446 4.68684
*
```

Here are the Löwdin charges for atoms 1 to 99, given in e: 0.8667, -0.0455, -0.2650, -0.0207, -0.0591, -0.3423, -0.0898, -0.0351, 0.9060, -0.4487, -0.2326, -0.3088, -0.2582, 0.0048, -0.0423, -0.0298, -0.1463, 0.0200, -0.0245, -0.1058, 0.0346, -0.1554, 0.0776, 0.0863, 0.0823, 0.1171, 0.1106, 0.0809, 0.1156, 0.0871, 0.1159, 0.1178, 0.1285, 0.1139, 0.1030, 0.1226, -0.5650, -0.2440, -0.1348, -0.0014, -0.0450, -0.0524, -0.0655, -0.2529, 0.9906, -0.3233, -0.0805, -0.0544, -0.0670, -0.0677, -0.1151, -0.2719, -0.0438, -0.0562, -0.0804, -0.0712, -0.0087, 0.1268, 0.1132, 0.1124, 0.1030, 0.1098, 0.1143, 0.1102, 0.1098, 0.0800, 0.0802, 0.1129, 0.1053, 0.1078, 0.1214, 0.7942, -0.6635, -0.0756, -0.0112, -0.1340, 0.0240, -0.1761, 0.1171, 0.1242, 0.1212, 0.0842, 0.1715, -0.1857, -0.0163, -0.0776, -0.0787, -0.0066, -0.2195, 0.1884, -0.2852, -0.1028, 0.0299, -0.0992, -0.0280, -0.1516, 0.0221, 0.1536, 0.1114